Version w
This record from OMol25 describes C4H8O2 as an isolated structure. The level of theory is wB97M-V/def2-TZVPD.

Summary:
Total charge ... 0
LUMO ... 1.07 eV
Highest occupied orbital energy ... -9.93 eV

Element x y z (Å)
1 O -1.92 0.41 -0.74
2 C -1.50 -0.66 0.07
3 C -0.03 -0.52 0.45
4 C 0.94 -0.18 -0.69
5 C 1.46 0.87 0.29
6 O 0.26 0.75 1.08
7 H -1.71 1.22 -0.25
8 H -2.12 -0.74 0.98
9 H -1.65 -1.57 -0.51
10 H 0.30 -1.32 1.13
11 H 1.62 -0.94 -1.08
12 H 0.38 0.28 -1.51
13 H 1.61 1.89 -0.06
14 H 2.35 0.52 0.83

Version x
This record from OMol25 describes an isolated molecule of C4H8O2. The level of theory is wB97M-V/def2-TZVPD.

Summary:
Total charge ... 0
LUMO ... 0.42 eV
Highest occupied orbital energy ... -8.96 eV

Element x y z (Å)
1 C 0.60 1.23 1.06
2 C -0.29 0.24 0.34
3 C -0.13 0.31 -1.18
4 O -1.04 -0.47 -1.89
5 C -0.25 -2.10 0.17
6 O 0.12 -1.08 0.87
7 H 0.47 1.16 2.14
8 H 0.36 2.25 0.73
9 H 1.65 1.02 0.82
10 H -1.34 0.34 0.59
11 H -0.30 1.35 -1.46
12 H 0.93 0.07 -1.43
13 H -1.01 -1.34 -1.43
14 H 0.22 -2.97 0.67

version w is the most stable structure; the next one sits 41.0 kcal/mol above it.

Version w
This record from OMol25 describes a 2-piece molecular cluster, C4H8O2 overall. The level of theory is wB97M-V/def2-TZVPD.

Summary:
Total charge ... 0
LUMO ... 0.69 eV
Highest occupied orbital energy ... -9.07 eV

Element x y z (Å)
1 C -0.88 1.44 1.41
2 C -0.41 1.91 0.26
3 O -0.88 1.43 -0.94
4 H -0.52 1.84 2.35
5 H -1.60 0.63 1.42
6 H 0.33 2.71 0.20
7 H -0.21 1.58 -1.62
8 C 1.22 -1.59 -0.57
9 C -0.25 -1.61 -0.23
10 O -0.67 -1.58 0.90
11 H 1.58 -2.62 -0.59
12 H 1.77 -1.05 0.20
13 H 1.40 -1.16 -1.56
14 H -0.95 -1.69 -1.09

Version x
This record from OMol25 describes a 2-piece molecular cluster, C4H8O2 overall. The level of theory is wB97M-V/def2-TZVPD.

Summary:
Total charge ... 0
LUMO ... 0.56 eV
Highest occupied orbital energy ... -8.32 eV

Element x y z (Å)
1 C 1.48 -1.27 -0.94
2 C 0.50 -0.28 -0.33
3 O -0.23 -1.00 0.65
4 C -1.23 -0.35 1.33
5 C -1.48 0.93 1.48
6 O -1.82 2.04 1.66
7 H 0.94 -2.09 -1.41
8 H 2.12 -1.69 -0.15
9 H 2.12 -0.79 -1.69
10 H 1.02 0.57 0.13
11 H -0.19 0.11 -1.10
12 H -1.86 -1.02 1.90
13 H -0.91 2.23 -0.98
14 H -0.46 2.60 -0.53

version w is the most stable structure; the next one sits 35.4 kcal/mol above it.